(P)
One molecule with the formula C7H17PS2. Source: OMol25; level of theory: ωB97M-V with the def2-TZVPD basis set.

**SMILES**: CSP(=S)(C(C)C)C(C)C
**Frontier orbital gap**: 9.37 eV
**2S+1**: 1
**M**: 196.3 g/mol
**Net charge**: 0

The geometry in XYZ format:
```
27
C7H17PS2 ωB97M-V with the def2-TZVPD basis set
C -0.9729 0.2227 3.0030
S -0.8532 1.1919 1.5295
P 0.2486 -0.1259 0.3463
S 1.4823 -1.0916 1.4439
C 0.9443 1.1660 -0.7298
C 1.8568 0.4007 -1.7124
C 1.7533 2.1819 0.1216
C -0.8037 -1.1071 -0.7155
C -1.9381 -0.3538 -1.3486
C -1.1146 -2.4459 0.0348
H -0.7066 0.8046 3.8480
H -0.1922 -0.5745 2.9596
H -1.8976 -0.2852 3.0042
H 0.2203 1.7423 -1.3500
H 2.2486 -0.4685 -1.1984
H 1.2338 0.1166 -2.5159
H 2.7391 0.9316 -2.0620
H 2.3401 1.6495 0.8261
H 1.2258 3.0413 0.7091
H 2.4167 2.8664 -0.5195
H -0.0630 -1.2264 -1.4859
H -2.4558 -1.1123 -2.0345
H -2.5996 0.0564 -0.6489
H -1.6667 0.4657 -1.9804
H -2.0598 -2.3420 0.4404
H -0.3383 -2.4708 0.7333
H -1.0476 -3.2334 -0.6979
```

=====

(Q)
C7H17PS2 as an isolated structure. Source: OMol25; level of theory: ωB97M-V with the def2-TZVPD basis set.

**Frontier orbital gap**: 7.75 eV
**2S+1**: 1
**M**: 196.3 g/mol
**Net charge**: 0

The geometry in XYZ format:
```
27
C7H17PS2 ωB97M-V with the def2-TZVPD basis set
C -3.6087 1.1108 -0.7325
C 2.9850 -0.4788 -0.3139
C 0.5182 2.0738 0.1212
C -0.3489 -2.3212 1.6816
C 1.9126 -0.9490 -1.3435
C -0.1222 1.1630 -0.9401
C -0.0863 -0.8876 1.0311
P 0.1175 -0.7055 -0.8054
S -3.7336 1.9397 0.7723
S -3.7317 -0.5776 -0.3063
H 2.9095 0.5782 -0.2763
H 2.9608 -0.9801 0.7765
H 3.8581 -0.7856 -0.7665
H 1.4168 2.5324 -0.3826
H -0.0410 2.9226 0.2450
H 0.7710 1.5903 1.0678
H -0.6306 -2.2294 2.7571
H -1.0369 -2.9371 1.1140
H 0.5977 -2.8969 1.6877
H 2.1377 -2.0407 -1.5853
H 1.9868 -0.3988 -2.3370
H 0.0749 1.4702 -2.0059
H -1.1722 1.3513 -0.7356
H 0.7286 -0.4377 1.5403
H -0.9460 -0.3523 1.2215
H -3.8656 3.1984 0.1846
H -3.6516 -0.9524 -1.6700
```

=====

Relative energies, hartree: (P) 0.0000; (Q) 0.1457.

=====

(P)
A 2-piece molecular cluster, C4H12N2S overall. Source: OMol25; level of theory: ωB97M-V with the def2-TZVPD basis set.

**Frontier orbital gap (alpha / beta)**: 6.12 / 5.90 eV
**2S+1**: 2
**M**: 120.2 g/mol
**Net charge**: -1

The geometry in XYZ format:
```
19
C4H12N2S ωB97M-V with the def2-TZVPD basis set
C -1.9793 -0.1085 2.7221
C -0.3406 1.1496 1.5593
N -0.6111 -0.1192 2.2696
H -2.2653 -1.1455 2.9220
H -2.7057 0.3133 2.0197
H -2.0674 0.4349 3.6731
H -0.8210 1.9944 2.0642
H 0.6805 1.4321 1.3227
H -0.8346 0.7144 0.6690
C 0.6274 -0.9796 -1.7517
C 1.8079 -0.1824 -1.1905
S 1.5082 1.6208 -1.3317
N 0.3764 -0.6822 -3.1674
H -0.2726 -0.6400 -1.2373
H 0.7401 -2.0629 -1.6423
H 2.7546 -0.4253 -1.6827
H 1.9144 -0.4254 -0.1251
H 0.9665 -1.2036 -3.7982
H 0.5216 0.3152 -3.2948
```

=====

(Q)
A 2-piece molecular cluster, C4H12N2S overall. Source: OMol25; level of theory: ωB97M-V with the def2-TZVPD basis set.

**Frontier orbital gap (alpha / beta)**: 6.68 / 5.49 eV
**2S+1**: 2
**M**: 120.2 g/mol
**Net charge**: -1

The geometry in XYZ format:
```
19
C4H12N2S ωB97M-V with the def2-TZVPD basis set
C 0.0615 0.1492 1.1746
N -1.0460 -0.3137 0.3754
C -1.5927 0.5587 -0.6306
N -2.4310 -0.1540 -1.5595
C 1.3334 -0.6503 1.0247
C 2.2077 -0.2771 -0.1744
S 1.3531 -0.2183 -1.8022
H 0.3312 1.2712 0.8512
H -0.2910 0.2201 2.2029
H -0.8636 -1.2057 -0.0563
H -0.8230 1.0639 -1.1967
H -2.1802 1.3341 -0.1346
H -3.1460 -0.6778 -1.0991
H -1.9034 -0.7806 -2.1589
H 1.9679 -0.5850 1.9068
H 1.1452 -1.7026 0.8300
H 2.7460 0.6610 -0.0362
H 2.8875 -1.1109 -0.2991
H 0.2434 2.4179 0.7820
```

=====

Relative energies, hartree: (P) 0.0000; (Q) 0.0357.

=====

(P)
A 3-piece molecular cluster, C4H13NO2 overall. Source: OMol25; level of theory: ωB97M-V with the def2-TZVPD basis set.

**Frontier orbital gap (alpha / beta)**: 2.54 / 7.23 eV
**2S+1**: 2
**M**: 107.2 g/mol
**Net charge**: -1

The geometry in XYZ format:
```
20
C4H13NO2 ωB97M-V with the def2-TZVPD basis set
C -0.4160 1.6744 0.0827
N 2.1317 0.0868 0.3209
C 0.9322 -0.4267 -0.0974
C -0.2330 0.2805 -0.3275
C 0.6795 -1.9136 -0.1816
H 0.0986 2.2498 -0.8255
H -1.4497 1.9721 0.1048
H 0.2623 1.9783 0.9835
H 3.0118 -0.3246 0.2117
H 2.2344 1.0008 0.7917
H -1.0248 -0.2994 -0.7647
H 1.3593 -2.4135 0.4718
H 0.8071 -2.4292 -1.1473
H -0.2510 -2.0058 0.2590
H -1.1516 -0.0343 2.7290
H -0.9225 0.3794 4.0034
O -1.4995 -0.2873 3.6482
H -2.2745 -0.0974 -3.6367
H -0.7139 0.0613 -3.2333
O -1.5804 0.5483 -3.3925
```

=====

(Q)
A 2-piece molecular cluster, C4H13NO2 overall. Source: OMol25; level of theory: ωB97M-V with the def2-TZVPD basis set.

**Frontier orbital gap (alpha / beta)**: 2.48 / 9.74 eV
**2S+1**: 2
**M**: 107.2 g/mol
**Net charge**: -1

The geometry in XYZ format:
```
20
C4H13NO2 ωB97M-V with the def2-TZVPD basis set
C 0.4853 1.7870 -1.1355
C 0.2576 0.7097 -0.0493
C 1.5567 0.1829 0.5168
C 1.4535 -1.0581 1.3939
O 1.2886 -2.2642 0.7156
N -0.4609 -0.3906 -0.7614
H 0.2730 2.8074 -0.7023
H 1.4069 1.7630 -1.7143
H -0.3604 1.7033 -1.8305
H -0.3887 1.0999 0.7417
H 2.1469 1.0377 0.8859
H 2.2551 0.0703 -0.3855
H 0.6006 -0.8909 2.1030
H 2.3650 -1.0326 2.0243
H 0.9299 -2.1539 -0.1700
H -0.6849 -1.0982 -0.0416
H -1.3866 -0.0422 -0.9813
H -3.9411 0.4951 -1.2640
H -4.2604 0.9731 0.1774
O -3.5189 0.8167 -0.4420
```

=====

Relative energies, hartree: (P) 0.0437; (Q) 0.0000.